13
Properties=species:S:1:pos:R:3:forces:R:3 method="wB97M-V/def2-TZVPD" energy_ev=-9270.4946 smiles="C=C(C#N)NCO" e_lumo_ev=0.64 charge=0 orbital_gap_ev=10.4 e_above_lowest_kj_mol=290.2 homo_ev=-9.803
O -1.5221 0.1315 0.2317 -0.3 -0.4 0.7
N 0.5652 -2.2939 -2.8153 0.3 1.2 0.3
N 0.6018 -0.8708 0.3259 1.4 -1.1 -4.3
C -0.3278 -0.1278 1.0226 -0.3 3.1 -0.1
C 0.8302 -0.3458 -1.1561 0.0 -2.4 3.4
C 1.3752 0.7924 -1.4705 -0.3 0.6 0.2
C 0.7213 -1.3298 -2.1880 -1.0 -2.1 0.1
H -0.4853 -0.5907 1.9749 -0.6 -0.4 0.5
H -2.0799 -0.6712 0.0365 1.2 1.0 0.7
H 0.2146 0.8825 1.2882 -1.7 -1.4 -0.7
H 0.2709 -1.8390 0.2402 0.4 0.4 -0.1
H 1.5521 1.4982 -0.6562 0.3 0.3 -0.9
H 1.4780 0.8138 -2.5518 0.6 1.3 0.3

***

9
Properties=species:S:1:pos:R:3:forces:R:3 method="wB97M-V/def2-TZVPD" energy_ev=-36533.7202 e_lumo_ev=-2.42 charge=0 orbital_gap_ev=8.9 e_above_lowest_kj_mol=402.8 homo_ev=-11.345
Cl -0.9009 -0.5057 2.8656 -0.1 -0.4 0.2
Cl 2.1207 0.2376 1.5864 -0.2 -0.1 0.0
Si 0.1012 0.2806 1.2985 1.0 -1.5 -0.2
N -0.1192 1.1886 -3.0929 -0.7 3.2 -3.8
C -0.2447 -0.7821 -0.2154 -1.3 0.7 -4.6
C 0.0846 0.4448 -2.2830 0.3 -4.3 6.6
H -1.2701 -1.0035 -0.7401 1.9 0.4 1.6
H -0.2952 1.5820 1.2044 -0.7 2.2 -0.4
H 0.5236 -1.4422 -0.6235 -0.2 -0.1 0.5

***

86
Properties=species:S:1:pos:R:3:forces:R:3 method="wB97M-V/def2-TZVPD" energy_ev=-136327.6122 e_lumo_ev="-8.13 / -8.19" charge=+2 orbital_gap_ev="5.6 / 5.1" multiplicity=2 e_above_lowest_kj_mol=334.0 homo_ev="-13.724 / -13.261"
Mn 1.5799 -1.4737 0.6753 0.3 1.9 -0.8
S -0.0932 -2.8677 1.7436 -0.5 -1.5 1.6
S -0.4001 1.4409 2.3945 1.3 -0.3 -0.6
S 1.2247 0.7632 0.2391 -1.3 0.3 0.2
P -0.7250 -1.3870 -1.7542 0.1 -0.2 0.2
F 1.1254 -4.5574 3.4388 0.0 -0.1 0.0
F -1.0022 -4.4057 3.7803 0.0 0.2 -0.1
F 0.3344 -2.8145 4.4256 -0.2 0.0 -0.2
O 0.2416 -1.4320 2.0810 -1.2 0.2 0.9
O -3.8465 -0.8358 2.8562 0.0 0.0 -0.1
O 1.2507 -3.3265 1.1885 0.5 -0.7 -0.5
O 0.0048 -1.8757 -0.5215 0.1 0.4 -0.3
N -2.3032 2.9456 1.2550 -0.4 0.1 -0.2
N 0.0376 4.0457 0.5026 0.0 -0.4 0.2
N 6.3881 -0.1881 6.1824 0.0 0.0 0.0
N 3.8028 -1.5400 -1.3669 0.0 0.0 0.1
N -3.1326 1.3730 2.5365 0.0 0.3 -0.6
N 3.0186 -1.0561 2.1038 -0.1 -0.1 0.2
N 2.0780 3.7401 -0.2086 -0.2 0.0 -0.1
C -0.9359 3.2525 -2.2202 -0.2 -0.2 -0.3
C 4.2766 -1.9103 3.9519 0.1 0.1 0.0
C 3.4216 -2.0722 2.8775 0.1 -0.2 0.0
C -2.3942 -2.0423 -1.7588 0.3 0.2 -0.2
C 0.4548 1.1661 -1.4738 0.2 0.3 0.8
C 0.5296 -1.8265 -5.5904 0.0 0.1 -0.1
C 4.7479 -0.6364 4.2447 -0.2 0.0 -0.3
C 2.1723 4.4212 0.9710 0.0 0.1 0.3
C -3.2397 -1.6833 -0.7088 0.0 0.1 0.0
C 1.1876 -2.8525 -3.0825 -0.1 0.0 0.0
C 0.3647 2.7397 -1.6708 0.0 -0.6 -0.1
C -2.8335 -2.8998 -2.7622 0.0 0.1 0.0
C -1.9791 1.9433 2.0624 0.1 -0.5 0.1
C 1.5339 -2.7779 -5.4606 0.0 0.0 0.1
C -4.5315 -2.1759 -0.6743 0.0 0.0 0.0
C -1.9030 1.0319 -2.2671 0.3 -0.1 0.1
C 3.2029 3.2367 -0.9704 0.1 0.0 -0.3
C 1.8640 -3.2868 -4.2119 0.0 0.0 0.0
C 0.7764 3.5008 -0.4625 0.4 0.3 0.0
C -1.9651 2.4638 -2.5174 0.2 0.2 0.1
C -4.1839 2.0199 1.9574 0.1 -0.2 0.3
C -3.2672 0.2718 3.4771 -0.1 -0.5 0.3
C 0.0951 -3.7178 3.4669 0.1 0.1 0.2
C 0.1831 -1.8981 -3.2165 -0.3 0.2 0.1
C -0.8030 0.4250 -1.7906 -0.5 -0.5 0.0
C 2.9442 -1.5671 -0.5857 0.6 -0.1 -0.9
C -4.9718 -3.0340 -1.6763 0.0 0.0 0.0
C -0.1482 -1.3804 -4.4687 0.1 -0.1 0.0
C -4.1283 -3.3953 -2.7160 0.0 0.0 0.0
C 3.4820 0.1695 2.3886 0.0 -0.1 0.0
C 0.9059 4.6006 1.4108 0.2 0.2 0.2
C -3.6604 2.9792 1.1514 0.0 0.3 -0.3
C 5.6503 -0.3989 5.3289 0.2 0.0 0.2
C 4.3372 0.4242 3.4384 0.1 -0.1 0.1
B -1.5101 4.1858 0.7231 0.1 0.6 -0.4
H -3.8706 0.6113 4.3200 0.1 0.1 0.0
H -4.7689 -0.9266 3.1185 0.1 0.0 0.0
H -4.4781 -4.0577 -3.4956 0.0 0.0 0.0
H 2.6392 -4.0351 -4.1193 0.0 0.0 0.0
H -2.0530 4.4665 -0.2933 0.0 0.2 -0.1
H 1.1257 2.9751 -2.4215 -0.1 0.0 0.0
H 2.0619 -3.1239 -6.3385 0.0 0.0 0.0
H -2.1682 -3.1688 -3.5724 0.0 -0.1 0.0
H -1.6236 5.0417 1.5492 -0.1 0.0 0.1
H 0.5505 5.1041 2.2903 -0.1 0.0 0.0
H -0.9734 4.3177 -2.4085 0.0 0.0 0.0
H 4.6869 1.4284 3.6288 0.0 0.0 0.0
H -5.9825 -3.4171 -1.6468 0.0 0.0 0.0
H -2.8646 2.8728 -2.9553 0.0 0.0 0.0
H -4.1590 3.7036 0.5319 0.0 0.0 0.0
H 4.5559 -1.5930 -2.0215 0.0 -0.1 0.0
H -2.7731 0.4360 -2.5141 0.0 0.0 0.0
H 4.1269 3.5206 -0.4748 0.0 0.0 0.1
H -5.2039 -1.8861 0.1223 0.0 0.0 0.0
H 3.1483 2.1480 -1.0200 0.1 0.0 0.0
H -2.8752 -1.0104 0.0595 -0.1 0.0 0.1
H 1.4158 -3.2490 -2.1014 0.0 -0.1 0.0
H 3.2198 3.6504 -1.9780 0.0 0.0 0.0
H 4.5725 -2.7662 4.5409 0.0 0.0 0.0
H 1.2484 0.7760 -2.1232 0.1 0.0 0.1
H 3.1148 4.7457 1.3733 0.0 0.0 0.0
H -0.9378 -0.6433 -4.5560 0.0 0.0 -0.1
H 0.2732 -1.4409 -6.5673 0.0 0.0 0.0
H 3.1530 0.9785 1.7507 0.1 0.0 0.0
H -5.2070 1.7637 2.1703 0.0 0.0 0.0
H -2.2686 0.0100 3.8198 0.0 0.0 0.0
H 3.0562 -3.0567 2.6154 -0.1 0.1 0.0

***

47
Properties=species:S:1:pos:R:3:forces:R:3 method="wB97M-V/def2-TZVPD" energy_ev=-43514.5475 smiles="CCOC(=O)c1sc2ncn(CC(=O)NC[C@@H]3CCCO3)c(=O)c2c1C" e_lumo_ev=-0.19 charge=0 orbital_gap_ev=8.6 e_above_lowest_kj_mol=52.2 homo_ev=-8.763
S 3.6235 -2.4554 0.5699 -0.4 0.3 -0.1
O 4.9943 1.2076 0.3431 -0.3 -0.1 -0.1
O -3.7268 1.9355 0.8755 0.2 -0.1 0.1
O -0.4767 -0.0123 -0.8704 -0.1 0.2 -0.1
O 5.9594 -0.7498 0.9009 0.0 0.0 0.0
O -3.6697 -2.8303 0.5630 -0.3 -0.4 0.1
N -2.7668 -0.7564 0.6930 0.0 0.6 0.2
N 1.2131 -3.5810 0.1086 0.0 -0.7 0.1
N -0.5835 -2.2667 -0.6287 0.3 0.3 0.0
C 0.1133 -1.0456 -0.5947 0.1 -0.1 0.0
C -5.4261 0.4250 0.1524 0.1 0.1 0.0
C -2.9096 -1.9754 0.1597 0.5 0.0 -0.5
C 1.4943 -1.1905 -0.2146 0.2 -0.6 0.2
C -4.5193 0.8437 1.3250 -0.1 -0.5 0.4
C 1.9655 -2.4635 0.1236 0.0 0.8 -0.1
C -4.1790 2.3604 -0.3943 -0.2 0.1 -0.4
C 4.9936 -0.1165 0.5450 0.2 0.1 0.1
C 6.2389 1.8797 0.5433 0.6 0.1 0.1
C -3.5779 -0.2808 1.7860 -0.3 0.3 0.1
C -4.7958 1.1271 -1.0508 0.1 0.2 0.1
C 2.2677 1.2519 -0.4076 -0.2 0.3 -0.1
C 3.6892 -0.7321 0.3014 -0.5 -0.3 -0.1
C -0.0097 -3.4368 -0.2627 0.3 -0.3 0.1
C 2.4959 -0.1869 -0.1082 0.6 -0.1 0.2
C -1.9726 -2.2311 -1.0396 -0.6 0.0 0.0
C 7.1373 1.7656 -0.6798 -0.3 -0.1 0.2
H 8.0457 2.3387 -0.5183 0.1 0.1 0.0
H 7.4031 0.7249 -0.8479 0.1 0.0 0.0
H -4.1568 -1.1238 2.1677 0.1 0.1 0.0
H -5.5208 1.3857 -1.8187 0.0 0.0 -0.1
H 2.9391 1.5829 -1.1974 0.0 0.1 0.0
H 5.9678 2.9191 0.7392 0.0 -0.1 0.0
H -2.2436 -3.1870 -1.4896 0.0 0.1 0.1
H -6.4406 0.7886 0.3144 0.0 0.0 0.0
H -0.6394 -4.3151 -0.2882 -0.2 0.0 -0.1
H -4.9339 3.1519 -0.2766 0.1 0.0 0.0
H -3.3208 2.7637 -0.9340 -0.1 0.0 0.0
H -2.9270 0.1091 2.5734 -0.1 -0.1 0.0
H -5.1136 1.1644 2.1926 0.1 0.0 -0.1
H 6.7372 1.4503 1.4185 -0.1 0.1 -0.1
H 2.4802 1.8562 0.4722 0.0 0.1 0.0
H 6.6267 2.1484 -1.5603 0.0 0.1 -0.1
H -2.0851 -1.4244 -1.7696 0.0 -0.2 0.1
H -2.1548 -0.0776 0.2518 0.0 -0.3 -0.1
H -4.0158 0.5082 -1.4944 0.0 0.0 0.0
H -5.4582 -0.6564 0.0408 -0.1 -0.1 0.0
H 1.2379 1.4067 -0.7144 0.1 0.1 0.0

***

49
Properties=species:S:1:pos:R:3:forces:R:3 method="wB97M-V/def2-TZVPD" energy_ev=-31188.5170 e_lumo_ev=2.60 charge=-1 orbital_gap_ev=7.9 e_above_lowest_kj_mol=477.5 homo_ev=-5.288
O -0.1564 -1.8698 2.9656 4.6 4.9 -5.6
O 2.8058 3.8130 -1.8950 1.7 1.0 -3.0
O -2.1937 -1.0237 1.6630 1.4 0.6 1.5
O 1.1147 2.9046 -0.2922 -5.0 -0.8 -7.6
O -0.4962 -0.6309 -3.3128 1.1 0.4 -1.2
O -3.2717 3.2055 -1.5368 -0.6 0.9 2.2
O -0.0667 4.1427 -2.9759 -0.6 -1.6 1.6
O 2.2472 -2.4290 2.2480 -0.2 -3.4 0.8
O 1.1494 0.3281 3.2655 -0.6 -2.0 -6.1
O -1.2838 -3.5956 -2.1874 -0.6 0.4 -2.5
O 0.0166 2.5787 2.8369 -0.6 0.8 -2.2
N 0.4873 -3.2116 0.4169 -1.3 -0.8 1.5
N -1.3979 1.0032 -0.0984 5.9 1.2 -0.4
C 1.7105 -2.3862 -1.3762 0.5 -0.5 0.0
C -1.0451 -0.4491 -0.4607 -1.0 2.1 2.0
C -2.0710 -1.2021 0.3172 -4.4 -0.5 -2.8
C 0.9005 -2.1102 -0.3500 1.0 -2.2 0.2
C 0.3888 -0.7383 -0.0485 -0.6 0.8 -0.9
H -0.5792 1.3800 0.5723 -2.6 -1.4 -1.7
H -0.7028 -3.7175 -1.4492 1.0 0.2 0.6
H 0.0617 -2.9488 1.3367 0.4 -0.1 -1.2
H 1.4230 2.9149 0.4856 5.2 0.5 9.6
H 0.8576 3.8842 -2.8671 0.5 0.4 -0.2
H 1.0549 0.3060 4.1456 -0.4 0.0 5.2
H -3.0522 2.8601 -2.3917 0.7 -0.9 0.1
H -2.0542 -2.2469 0.0147 0.0 -0.3 0.1
H -1.3086 -1.2227 2.1718 -1.0 -0.3 -0.6
H 1.3519 -2.6560 2.6618 1.4 0.9 -0.6
H 0.5115 -0.5410 2.9876 1.2 1.2 1.3
H 2.2532 -1.5139 2.2979 0.1 2.8 0.3
H 3.0192 2.8893 -1.9606 -0.3 -0.4 0.7
H -0.6166 -2.3575 3.4815 -4.9 -4.8 5.8
H -2.1424 1.0080 0.4992 -2.4 -0.3 2.0
H 0.8149 -0.0083 -0.7247 1.4 0.0 0.1
H -0.4374 3.5526 -2.2482 0.2 1.3 -1.3
H 2.1224 -1.6268 -1.9534 0.4 1.6 -1.0
H 0.2465 2.6201 0.0458 -0.6 0.3 -1.4
H -0.7563 0.0061 -2.6454 -0.2 0.5 -0.7
H -3.1568 -0.7731 -0.1119 2.4 -1.2 0.6
H -0.8108 -3.1847 -2.9712 -0.5 -0.6 2.0
H 1.1053 -4.0565 0.5879 -0.6 2.1 -0.8
H 0.4916 -0.3371 0.9557 0.4 -0.6 0.2
H 2.1629 -3.3520 -1.6513 -0.7 0.2 0.6
H 0.4160 -0.3335 -3.4853 -0.4 -0.4 -0.2
H 2.3735 4.0589 -1.1134 -1.0 -0.3 1.6
H -1.0958 -0.4485 -1.5437 -1.0 -1.4 1.7
H -2.8895 2.7863 -0.7111 -0.1 0.0 -2.5
H -0.0329 2.9828 3.6928 0.5 -0.5 0.6
H 0.5311 1.7460 2.7120 -0.1 0.1 1.7

***

31
Properties=species:S:1:pos:R:3:forces:R:3 method="wB97M-V/def2-TZVPD" energy_ev=-29762.2450 e_lumo_ev=-0.33 charge=0 orbital_gap_ev=9.5 e_above_lowest_kj_mol=69.6 homo_ev=-9.798
Xe 16.6277 -0.6582 -11.6791 0.0 -0.1 0.0
O 14.4930 -2.4647 -14.1684 0.0 0.4 -0.5
O 19.3290 -0.6704 -8.1370 0.3 -0.2 0.0
O 16.9235 0.6644 -15.3600 0.6 0.0 -0.4
O 18.9366 1.2789 -13.4646 0.0 0.0 -0.1
O 17.1130 -3.4850 -14.2826 0.5 -0.6 0.3
O 17.3890 1.4308 -8.9087 0.1 -0.1 0.0
O 14.2667 0.3722 -14.6773 0.2 0.3 -0.4
O 14.7764 -4.4249 -12.2237 -0.3 0.1 0.1
O 13.2007 1.1015 -12.1067 0.0 0.1 0.0
O 19.1124 -1.6137 -14.9815 0.7 -0.1 -0.2
H 17.2333 -3.6517 -15.2174 0.0 -0.1 -0.3
H 19.4088 1.3591 -12.6358 0.2 -0.1 0.2
H 18.4907 -0.8861 -14.9627 -0.3 0.4 -0.1
H 15.1576 -5.1889 -12.6564 0.2 -0.2 -0.2
H 17.5408 1.1194 -14.7872 0.1 -0.2 0.0
H 16.2089 0.3997 -14.7807 -0.8 0.1 0.0
H 13.5181 1.7169 -11.4459 0.1 0.2 0.1
H 19.1023 -0.9870 -7.2626 0.0 -0.1 0.2
H 14.4675 -2.9679 -13.3545 -0.1 -0.4 0.8
H 12.7172 0.4425 -11.6084 -0.2 -0.3 0.0
H 14.3183 -0.5783 -14.5770 -0.1 -0.5 0.1
H 15.2934 -4.3186 -11.4252 0.2 0.1 0.2
H 18.6382 2.1676 -13.6578 0.1 0.5 0.0
H 17.7100 2.3200 -8.7588 0.2 0.2 0.1
H 16.2095 -3.1780 -14.2079 -0.5 0.5 -0.1
H 13.9296 -2.9520 -14.7695 -0.2 -0.1 -0.3
H 18.6335 -2.3486 -14.5984 -0.2 -0.1 0.3
H 16.4464 1.4863 -8.7517 -0.3 -0.1 0.0
H 14.0556 0.6948 -13.8011 -0.3 0.1 0.4
H 18.6382 -0.0434 -8.3518 -0.4 0.4 -0.2

***

6
Properties=species:S:1:pos:R:3:forces:R:3 method="wB97M-V/def2-TZVPD" energy_ev=-10177.1413 e_lumo_ev="-0.87 / -3.17" charge=0 orbital_gap_ev="5.2 / 7.3" multiplicity=3 e_above_lowest_kj_mol=0.0 homo_ev="-6.108 / -10.457"
Ag 2.6451 0.2983 0.5981 2.1 1.4 1.0
O -1.9398 0.4340 0.9702 1.1 -2.1 -2.5
O 1.1248 -0.6822 -0.1894 -3.3 0.5 -2.0
C -1.1140 -0.0527 0.2615 -0.9 3.8 5.0
C 0.0996 0.1102 -0.3670 -1.1 -4.2 -0.8
H -0.8157 -0.1077 -1.2733 2.1 0.7 -0.7

***

17
Properties=species:S:1:pos:R:3:forces:R:3 method="wB97M-V/def2-TZVPD" energy_ev=-15177.0963 smiles=CSC.CC e_lumo_ev=1.06 charge=0 orbital_gap_ev=9.5 e_above_lowest_kj_mol=58.8 homo_ev=-8.477
S -0.6804 1.2051 -1.1512 0.3 -0.3 -0.6
C 0.0327 -1.3875 1.8533 1.4 1.4 1.0
C -0.0169 -0.4704 -1.6019 -0.6 1.3 0.1
C 0.3957 -0.4154 3.0267 -0.8 -0.9 -0.3
C -0.3892 2.0316 -2.7297 0.2 0.0 0.1
H -0.9528 -1.8028 2.0521 0.4 -0.7 -0.1
H 0.0820 -0.6214 -2.6765 -0.2 0.2 0.0
H -0.4136 3.1031 -2.5340 -0.1 0.0 -0.3
H 0.0118 -0.8700 0.9024 -0.2 0.3 0.0
H -0.8298 -1.0734 -1.2131 0.7 -0.8 0.1
H 1.3912 0.0180 2.9436 -0.3 0.4 -0.4
H 0.5972 1.7450 -3.0998 0.0 0.2 0.1
H 0.4403 -0.9619 3.9774 -0.3 -0.1 -0.2
H 0.9698 -0.5114 -1.1496 -0.2 -0.7 0.2
H 0.9277 -2.0024 1.7905 -0.6 -1.1 -0.2
H -1.1279 1.7344 -3.4713 -0.1 0.2 0.0
H -0.4379 0.2797 3.0812 0.4 0.6 0.3

***

Number 1: largest force on an atom 4.71 eV/Å. Number 2: largest force on an atom 7.90 eV/Å. Number 3: largest force on an atom 2.22 eV/Å. Number 4: largest force on an atom 0.84 eV/Å. Number 5: largest force on an atom 10.91 eV/Å. Number 6: largest force on an atom 0.91 eV/Å. Number 7: largest force on an atom 6.32 eV/Å. Number 8: largest force on an atom 2.16 eV/Å.